[1]
{
  "formula": "C24H43CeF5OP2Te",
  "method": "wB97M-V/def2-TZVPD",
  "elements": ["Ce", "C", "C", "C", "C", "C", "C", "H", "H", "H", "C", "H", "H", "H", "C", "H", "H", "H", "C", "H", "H", "H", "C", "H", "H", "H", "C", "C", "C", "C", "C", "C", "C", "C", "H", "H", "H", "H", "H", "H", "H", "H", "H", "H", "H", "H", "P", "P", "C", "C", "H", "H", "H", "H", "C", "H", "H", "H", "C", "H", "H", "H", "C", "H", "H", "H", "C", "H", "H", "H", "F", "Te", "F", "F", "F", "F", "O"],
  "coordinates": [[1.253613, -1.210312, 1.183803], [-2.711014, -2.544218, -0.921907], [-1.857744, -1.759890, -1.745636], [-0.917980, -3.853036, -1.533340], [-2.119548, -3.830768, -0.767022], [-0.767372, -2.581319, -2.144554], [-3.934360, -2.067053, -0.255140], [-3.791625, -1.060102, 0.169118], [-4.241009, -2.770365, 0.527949], [-4.780987, -2.045345, -0.951895], [-2.603318, -4.904143, 0.118448], [-3.565250, -5.323887, -0.206091], [-2.728516, -4.529825, 1.142318], [-1.888269, -5.732174, 0.163976], [0.050032, -4.961309, -1.645320], [-0.400455, -5.901762, -1.313546], [0.950421, -4.778611, -1.034450], [0.355938, -5.114689, -2.691535], [0.329629, -2.192648, -3.047463], [0.383480, -2.871124, -3.913546], [1.299747, -2.272880, -2.528150], [0.207876, -1.162682, -3.413466], [-2.058896, -0.340623, -2.089616], [-2.558867, -0.222864, -3.066375], [-1.095210, 0.182488, -2.158185], [-2.646939, 0.177288, -1.315035], [-2.560613, 2.378055, 1.636096], [-3.602532, 2.503151, 0.805815], [-3.603831, 3.227438, -0.506032], [-2.917600, 4.638538, -0.487099], [-1.519363, 4.717302, -1.023284], [-0.573435, 3.767275, -0.920514], [-0.707372, 2.520801, -0.103593], [-1.149283, 2.801875, 1.343905], [-4.659737, 3.382399, -0.792316], [-2.928531, 5.039580, 0.543861], [-3.171574, 2.602396, -1.303742], [-0.981615, 3.854855, 1.619676], [-2.706450, 1.957166, 2.637233], [-4.576158, 2.105982, 1.103679], [-0.509153, 2.224836, 2.029084], [-1.410436, 1.834971, -0.583175], [0.358462, 3.883675, -1.477340], [0.241686, 1.963976, -0.070206], [-3.575574, 5.310553, -1.066471], [-1.274787, 5.668368, -1.504937], [2.460897, 1.385165, 1.593400], [3.374243, -0.660925, -0.495458], [4.313913, 1.396375, 1.199598], [4.758096, 0.112020, 0.502124], [4.856714, 1.534286, 2.146218], [4.491954, 2.277140, 0.565326], [5.605848, 0.266247, -0.185161], [5.034109, -0.644967, 1.251876], [4.325435, -1.994435, -1.318249], [3.740618, -2.392974, -2.160989], [4.477277, -2.818752, -0.607899], [5.298944, -1.609437, -1.671120], [3.332939, 0.531618, -1.910913], [4.337806, 0.974672, -2.055777], [2.588040, 1.326705, -1.739129], [3.022482, -0.013102, -2.820679], [2.469340, 1.193433, 3.422913], [1.732930, 0.440177, 3.735074], [2.231485, 2.160380, 3.887412], [3.449730, 0.832770, 3.755321], [2.160024, 3.185059, 1.491921], [3.096387, 3.732193, 1.351598], [1.690516, 3.527242, 2.420422], [1.506557, 3.437910, 0.653805], [1.320591, -1.426536, 3.254885], [-1.816960, -1.298710, 2.821137], [-0.826385, -2.930912, 2.205310], [-1.283169, -1.987858, 4.528101], [2.063967, -3.059225, 0.580002], [-1.380041, 0.334550, 3.775351], [-0.769765, -0.521446, 1.379600]],
  "forces_ev_per_angstrom": [[-1.7, -1.9, 2.2], [-0.6, -5.3, 2.7], [3.6, 0.2, -2.6], [1.9, 0.9, -1.3], [-3.9, 3.1, 1.2], [-0.8, 1.4, 0.1], [-0.2, -0.2, 0.3], [-0.2, -0.2, -0.2], [0.1, 0.2, 0.0], [0.1, 0.3, 0.0], [-0.1, -0.6, 0.3], [0.2, 0.1, 0.0], [0.0, -0.1, -0.2], [-0.2, 0.1, 0.1], [-0.9, -0.4, -0.2], [0.2, 0.2, 0.1], [-0.1, 0.2, -0.1], [0.1, 0.4, 0.2], [0.8, 0.1, -0.4], [0.0, 0.3, 0.1], [-0.1, 0.1, -0.2], [0.1, -0.4, 0.0], [0.2, 0.2, 0.5], [0.0, -0.2, 0.2], [-0.2, -0.2, -0.2], [0.0, -0.2, -0.4], [-0.5, -0.1, 0.2], [0.1, -0.3, 0.5], [-0.2, 0.5, -0.4], [-0.6, -0.2, 0.2], [0.6, -0.3, -0.1], [-0.2, 0.7, -0.6], [-0.1, -0.2, 0.0], [0.1, -0.4, 0.4], [0.5, -0.1, 0.1], [-0.1, -0.2, -0.3], [-0.1, 0.3, 0.1], [-0.1, -0.2, -0.2], [-0.1, 0.1, -0.4], [0.3, 0.1, 0.2], [-0.1, 0.1, -0.1], [0.0, 0.0, 0.2], [-0.1, 0.3, 0.2], [-0.1, 0.2, -0.2], [0.5, -0.2, 0.2], [0.0, -0.4, -0.1], [1.8, 1.4, 0.9], [2.9, 0.9, -1.9], [-0.5, -0.1, -0.2], [-0.5, -0.5, 0.3], [-0.2, 0.1, -0.3], [0.0, -0.3, 0.2], [-0.3, -0.1, 0.3], [0.2, 0.2, -0.2], [-0.3, -0.5, 0.2], [0.3, 0.1, 0.2], [0.1, 0.2, -0.2], [-0.5, -0.1, 0.1], [-0.6, 0.2, 0.0], [-0.6, -0.3, 0.0], [0.4, -0.1, -0.1], [0.2, 0.3, 0.4], [-0.3, -0.5, 0.4], [0.3, 0.6, 0.1], [0.2, -0.4, -0.1], [-0.2, 0.1, 0.0], [-0.7, 0.5, -0.5], [0.0, -0.2, 0.1], [0.0, -0.1, -0.3], [0.1, 0.1, 0.2], [0.1, -0.2, -1.5], [1.1, 0.5, 1.5], [-0.3, 0.9, -0.1], [-0.2, 0.2, -1.4], [-0.6, 0.9, 0.1], [-0.3, -0.9, -0.9], [0.3, -0.6, 0.3]],
  "total_charge": 2,
  "gap_ha": 0.1580
}


[2]
{
  "formula": "C24H43Cl2N4O4SiTi",
  "method": "wB97M-V/def2-TZVPD",
  "elements": ["C", "C", "H", "H", "H", "C", "C", "H", "H", "H", "H", "Ti", "Cl", "C", "O", "N", "C", "C", "H", "H", "H", "H", "H", "H", "H", "H", "H", "C", "C", "N", "H", "C", "O", "H", "H", "H", "H", "H", "H", "C", "C", "N", "H", "C", "O", "H", "H", "H", "H", "O", "C", "C", "C", "H", "C", "H", "C", "H", "C", "C", "H", "H", "H", "Si", "Cl", "C", "C", "C", "H", "H", "H", "H", "H", "H", "H", "H", "H", "N", "C"],
  "coordinates": [[-2.296974, -0.128836, -5.685208], [-1.681273, -0.989238, -4.602578], [-1.494567, 0.526392, -6.112497], [-3.158491, 0.462588, -5.374635], [-2.667607, -0.710466, -6.545239], [-0.726268, -1.852314, -5.043970], [-0.306845, -2.127186, -6.461058], [-0.123416, -2.386914, -4.339867], [0.402999, -1.368885, -6.858433], [-1.089502, -2.277125, -7.215605], [0.180983, -3.117363, -6.386154], [1.317468, 0.962459, 1.272037], [1.973071, 2.943144, 0.335659], [-0.229171, -1.641435, 1.962678], [0.817970, -0.943248, 1.817769], [-0.097039, -2.843542, 2.505719], [1.268998, -3.319159, 2.628450], [-1.203401, -3.641103, 2.990560], [-1.232760, -1.279512, 1.707390], [1.898577, -2.502261, 2.997951], [1.632620, -3.605923, 1.632178], [1.304284, -4.162291, 3.318843], [-2.063804, -2.995746, 3.199510], [-0.918304, -4.158803, 3.913755], [-1.532834, -4.398521, 2.267056], [1.306103, 3.466200, 5.958387], [-0.788325, 4.758528, 5.418054], [1.592570, 3.437679, 4.899192], [-0.439078, 4.814742, 4.378939], [0.400447, 3.684186, 4.082124], [2.051271, 2.468108, 4.676395], [0.072276, 2.929842, 3.070535], [0.806950, 1.920585, 2.808789], [-1.301116, 4.784649, 3.713989], [-0.820543, 3.160425, 2.477751], [2.346013, 4.216968, 4.708488], [0.096299, 5.758257, 4.196179], [2.213284, 0.525006, -3.281326], [2.472848, -2.424789, -3.417630], [3.172052, 0.268663, -2.808602], [3.290605, -2.196528, -2.724427], [3.094923, -0.956886, -2.010266], [3.544473, 1.114296, -2.227738], [3.059674, -1.011925, -0.654541], [3.291578, -0.118471, 0.186548], [3.391757, -3.042481, -2.043128], [2.724433, -1.992397, -0.265614], [3.860695, 0.050167, -3.631218], [4.209040, -2.094601, -3.307618], [-1.065877, 0.866596, -3.226781], [-1.825336, -0.477232, -3.173930], [-0.104498, -1.995951, -1.993807], [-1.429011, -1.533622, -2.081669], [0.652678, -1.470910, -2.591484], [0.206964, -3.152473, -1.253508], [-2.850948, -0.194831, -2.890608], [-2.373796, -2.235271, -1.313496], [1.265871, -3.455180, -1.195667], [-0.775671, -3.909557, -0.613178], [-2.072447, -3.405856, -0.592102], [-3.402959, -1.877222, -1.336062], [-0.550974, -4.859410, -0.131896], [-2.843837, -3.918262, -0.000419], [-1.078902, 2.424335, -3.057100], [0.645294, 0.061944, -0.514445], [0.670061, 3.254157, -3.108954], [-1.746782, 3.209305, -1.432981], [-2.142425, 2.890839, -4.451642], [1.465252, 2.669206, -3.578781], [1.081008, 3.583226, -2.142757], [0.592164, 4.167385, -3.718830], [-1.621506, 2.506565, -5.340590], [-2.251918, 3.971913, -4.432229], [-3.100140, 2.364547, -4.319083], [-2.556057, 2.657549, -0.956868], [-2.162573, 4.189923, -1.689860], [-1.015262, 3.394854, -0.642401], [-2.206329, 1.128339, 1.226731], [-1.024787, 1.179852, 1.190927]],
  "forces_ev_per_angstrom": [[0.0, 0.1, -0.8], [1.4, 0.0, -1.2], [-0.8, -0.3, 0.4], [0.3, 0.1, 0.2], [0.2, -0.1, 0.3], [-1.3, 1.0, 0.8], [0.2, -0.8, -0.1], [0.0, -0.2, 0.5], [-0.3, -0.4, 0.3], [-0.1, 0.4, 0.4], [0.2, 0.6, -0.5], [0.0, -0.1, 1.3], [0.8, 1.7, -0.5], [1.7, 2.2, -0.2], [-1.8, -2.2, 1.6], [0.1, -1.1, 0.6], [0.0, 0.0, 0.1], [-0.2, 0.0, -0.3], [0.2, 0.1, 0.1], [-0.1, -0.3, -0.1], [0.1, -0.1, 0.2], [0.0, 0.0, -0.1], [0.2, -0.1, 0.0], [0.0, 0.2, -0.1], [0.1, 0.0, 0.0], [0.1, 0.0, -0.1], [0.0, 0.2, -0.1], [-0.3, 0.3, -0.2], [0.3, 0.1, 0.2], [0.5, 1.5, 2.2], [-0.4, 0.3, -0.1], [1.0, -3.0, -1.9], [-0.8, 2.2, 1.9], [0.0, 0.0, 0.1], [0.3, -0.2, 0.2], [-0.1, -0.1, 0.1], [-0.1, -0.1, 0.2], [0.0, -0.1, 0.5], [0.0, 0.1, 0.0], [0.2, -0.3, -0.1], [-0.1, 0.0, -0.3], [0.4, 0.1, 0.7], [-0.2, -0.2, 0.1], [-0.1, 1.2, 1.6], [0.4, -1.0, -1.6], [0.0, 0.2, 0.0], [0.4, 0.0, -0.3], [0.2, 0.2, 0.1], [0.1, -0.3, -0.1], [-0.3, -5.9, 0.3], [0.6, 1.2, 1.1], [-0.3, -0.6, -0.3], [0.8, -0.4, -0.7], [-0.3, -0.3, 0.6], [0.5, 0.2, -0.6], [0.1, -0.1, -0.6], [-0.3, 0.4, -0.4], [-0.7, 0.0, -0.1], [-0.1, 0.7, -0.1], [-0.1, 0.3, -0.1], [0.1, -0.1, 0.1], [0.1, 0.3, 0.0], [0.2, 0.3, -0.5], [1.1, 2.9, 2.9], [-1.5, -0.8, -5.2], [-0.2, -0.1, -0.6], [-0.3, -0.2, -0.5], [-0.2, 0.4, -0.5], [-0.1, -0.2, -0.1], [-0.5, -0.4, -0.1], [-0.1, -0.1, 0.0], [-0.4, 0.5, 0.0], [-0.3, 0.1, -0.5], [0.2, 0.4, -0.2], [-0.1, -0.2, 0.0], [0.0, 0.1, -0.2], [0.2, -0.3, -0.3], [1.8, 0.0, 0.0], [-2.5, 0.1, 0.4]],
  "multiplicity": 3,
  "total_charge": -1,
  "de_lowest_kcal_mol": 11.14,
  "gap_ha": [0.1141, 0.2555]
}


[3]
{
  "formula": "C24H43F5OP2TeTl",
  "method": "wB97M-V/def2-TZVPD",
  "elements": ["Tl", "C", "C", "C", "C", "C", "C", "H", "H", "H", "C", "H", "H", "H", "C", "H", "H", "H", "C", "H", "H", "H", "C", "H", "H", "H", "C", "C", "C", "C", "C", "C", "C", "C", "H", "H", "H", "H", "H", "H", "H", "H", "H", "H", "H", "H", "P", "P", "C", "C", "H", "H", "H", "H", "C", "H", "H", "H", "C", "H", "H", "H", "C", "H", "H", "H", "C", "H", "H", "H", "F", "Te", "F", "F", "F", "F", "O"],
  "coordinates": [[0.269412, 2.941472, 1.733719], [-2.662627, 1.748315, -2.390659], [-2.607941, 0.350063, -2.667390], [-4.340713, 0.716379, -1.196529], [-3.739024, 1.969631, -1.476696], [-3.634892, -0.290565, -1.916378], [-1.793708, 2.799354, -2.940649], [-0.965829, 2.366862, -3.504921], [-1.363493, 3.423205, -2.145218], [-2.362054, 3.460418, -3.609965], [-4.159535, 3.266113, -0.918719], [-3.429490, 4.041874, -1.159993], [-4.252890, 3.207584, 0.175051], [-5.139024, 3.552769, -1.332808], [-5.520058, 0.515349, -0.323341], [-6.412990, 0.948877, -0.796102], [-5.379216, 0.999996, 0.648634], [-5.681398, -0.553393, -0.152620], [-3.936530, -1.739035, -1.873890], [-4.892640, -1.938358, -2.373706], [-4.015369, -2.100418, -0.840199], [-3.166882, -2.315532, -2.383569], [-1.688833, -0.312245, -3.610540], [-2.155529, -0.429982, -4.597335], [-1.413635, -1.313576, -3.262385], [-0.772217, 0.262549, -3.747389], [4.857602, 0.391447, 1.272615], [5.004999, 0.733918, -0.034047], [5.367257, -0.187215, -1.148626], [5.041178, -1.684672, -0.914557], [3.726691, -1.929497, -0.245918], [3.544078, -2.180744, 1.063772], [4.577536, -2.014896, 2.127143], [5.525984, -0.815012, 1.866344], [6.446373, -0.118259, -1.358423], [5.878757, -2.177180, -0.402611], [4.860773, 0.152264, -2.065303], [6.414724, -1.153059, 1.287681], [4.473660, 1.098615, 2.004201], [5.110226, 1.789560, -0.297035], [5.923553, -0.534843, 2.853958], [4.062169, -1.872833, 3.088719], [2.676152, -2.779023, 1.381973], [5.199571, -2.915412, 2.238697], [5.001377, -2.150605, -1.902790], [2.932578, -2.232336, -0.940553], [1.050859, 0.948172, -0.088037], [-1.317838, -1.554914, 0.839137], [1.245664, -0.282823, 1.271562], [0.012497, -0.840201, 1.983753], [1.952739, 0.087312, 2.028905], [1.730702, -1.110260, 0.740872], [0.301974, -1.650040, 2.676920], [-0.507453, -0.058352, 2.548581], [-2.358980, -2.338454, 2.096646], [-3.092815, -2.957606, 1.560507], [-2.899864, -1.559116, 2.652022], [-1.748522, -2.957271, 2.774133], [-0.433183, -3.017886, 0.202469], [-0.006182, -3.603800, 1.043934], [0.363320, -2.710136, -0.503865], [-1.179632, -3.616042, -0.361383], [2.415913, 2.126645, 0.287175], [2.133184, 3.173977, 0.146123], [3.208346, 1.960229, -0.420061], [2.769911, 2.012825, 1.309366], [1.637992, 0.204163, -1.607106], [0.891647, -0.526563, -1.960856], [2.617479, -0.274382, -1.460067], [1.736973, 1.031988, -2.328246], [-1.665957, 0.992581, 4.017067], [-3.083545, 1.761636, 2.961280], [-4.682221, 2.544677, 2.214984], [-3.936662, 2.047580, 4.644379], [-4.051269, 0.112194, 2.926330], [-2.343682, 3.527044, 3.200607], [-2.169532, 1.528896, 1.391227]],
  "forces_ev_per_angstrom": [[-1.6, 0.3, 0.8], [-0.3, -0.3, 0.3], [0.0, 0.3, 0.0], [-0.1, 0.0, 0.1], [0.1, -0.2, 0.0], [-0.2, 0.1, 0.4], [0.4, 0.2, -0.2], [-0.1, 0.1, 0.0], [-0.2, -0.1, -0.1], [0.1, -0.1, 0.1], [0.1, 0.2, 0.1], [-0.2, 0.0, 0.0], [-0.1, 0.0, -0.3], [0.2, 0.0, 0.2], [0.2, -0.4, 0.0], [0.1, -0.1, 0.1], [0.0, 0.0, -0.2], [-0.1, 0.2, 0.0], [0.0, -0.1, 0.0], [0.1, 0.0, 0.1], [0.0, 0.1, -0.2], [0.0, 0.0, 0.0], [0.3, -0.3, -0.1], [0.0, 0.0, 0.1], [-0.1, 0.1, -0.1], [-0.1, 0.0, 0.0], [1.3, 0.5, -1.3], [0.9, 0.1, 1.5], [0.6, -0.5, -0.1], [0.4, 0.7, -0.4], [-0.2, -1.8, 0.8], [0.5, -1.5, -1.0], [0.2, 0.5, 0.2], [0.0, -1.0, 0.5], [-0.2, 0.1, -0.1], [-0.4, 0.1, 0.0], [0.1, 0.0, 0.2], [-0.8, 0.4, 0.2], [0.3, 0.2, -0.2], [-0.9, -0.2, 0.0], [0.0, 0.1, -0.3], [0.1, 0.0, -0.2], [0.0, 0.7, -0.2], [-0.3, 0.0, 0.0], [0.0, 0.0, 0.1], [0.1, 0.2, 0.4], [-1.1, 0.8, 0.9], [0.8, 1.0, -0.1], [0.1, -0.8, -0.3], [-0.9, 0.0, -0.5], [0.0, -0.1, -0.4], [-0.1, 0.4, 0.5], [0.1, 0.3, -0.1], [0.2, -0.3, 0.0], [-0.2, -0.1, 0.2], [0.1, 0.0, 0.3], [0.2, -0.5, -0.1], [-0.4, 0.1, -0.1], [0.1, -0.4, -0.1], [-0.2, 0.1, -0.6], [-0.3, -0.3, 0.4], [0.6, 0.1, 0.3], [0.1, 0.3, -0.5], [0.0, 0.0, -0.2], [0.3, -0.1, 0.1], [0.3, 0.0, -0.2], [0.3, -0.3, -0.6], [0.4, 0.3, 0.0], [-0.5, 0.2, -0.2], [-0.1, -0.4, 0.1], [-0.9, 0.6, -0.5], [-0.5, 0.2, 0.5], [1.1, -0.4, 0.4], [0.8, -0.2, -1.5], [0.6, 1.0, 0.1], [-0.3, -0.9, 0.0], [-0.6, 0.4, 1.2]],
  "total_charge": 1,
  "de_lowest_kcal_mol": 19.23,
  "gap_ha": [0.1980, 0.1982]
}


| no. | energy (eV) |
| --- | --- |
| 1 | -80005.697 |
| 2 | -95775.479 |
| 3 | -71775.364 |